Here is a 2-piece molecular cluster, C5H13BN3O3 overall from the Open Molecules 2025 dataset. Energies are from ωB97M-V/def2-TZVPD.

Output
Charge: +1
Energy above the lowest of the compared OMol25 structures with the same formula, charge and spin: 0.0 kJ/mol
E_LUMO: -4.19 eV
Orbital gap: 9.2 eV

```
25
Properties=species:S:1:pos:R:3:mulliken_charge:R:1
N 0.2672 -1.9079 0.1144 0.03
H 0.0340 -0.7749 -2.0004 0.28
N -4.2044 -0.8474 -0.7979 -0.61
H -0.2332 0.9208 -1.4819 0.44
H -4.1173 -1.5479 -0.0651 0.28
H 2.9755 2.9114 2.8857 0.31
H -1.4627 -2.9930 -0.1380 0.47
H -3.0014 0.4928 -3.0689 0.33
B -2.9121 -0.6443 -1.4536 0.24
C -0.9734 -2.0309 -0.1842 -0.37
H 0.4360 0.0169 0.8574 0.29
H -1.7631 -0.2640 0.3596 0.20
H 1.7834 -0.3962 -0.2385 0.36
H 4.5583 2.8161 2.0462 0.29
H -4.4909 -0.0110 -0.2939 0.30
H 3.9431 1.3985 2.9320 0.29
C 3.6690 2.2742 2.3522 -0.70
O 3.6381 1.0604 0.3858 -0.52
O -2.8339 -0.4071 -2.7901 -0.51
C -0.2282 -0.1136 -1.1762 -0.74
C 0.7248 -0.5086 -0.0522 -0.46
N 3.0010 1.7921 1.1121 0.87
O 1.8605 2.1502 0.8921 -0.52
H 0.8667 -2.6622 0.4197 0.30
C -1.5370 -0.7244 -0.6164 0.16
```